(1)
Density functional theory data (ωB97M-V/def2-TZVPD) for C39H37F9OP2W as an isolated structure in a non-equilibrium geometry.

```
89
Properties=species:S:1:pos:R:3:forces:R:3
W 0.46816 -0.62464 -5.55297 1.46 2.84 7.54
C -2.46889 0.20918 -1.73834 -0.07 -0.26 -1.81
C -2.86138 0.34874 -3.02659 2.27 -1.59 0.63
C -2.91441 1.61333 -3.77786 0.01 1.48 -0.96
C -1.56547 2.14791 -4.47820 -2.00 1.06 0.67
C -0.49676 2.57540 -3.54465 1.96 -1.05 1.13
C -0.46836 2.53679 -2.19163 -0.55 0.29 -1.74
C -1.65756 2.68993 -1.32795 -1.06 -0.86 1.00
C -2.23460 1.32186 -0.78829 -0.45 0.80 0.61
C 1.20658 0.17916 -3.59138 -1.11 -0.62 -0.29
H -2.23935 -0.80275 -1.37055 -0.50 0.50 -0.10
H -2.79384 -0.56046 -3.66964 -0.56 0.55 0.59
H -3.32061 2.41731 -3.13110 0.08 -0.50 -0.84
H -3.59190 1.45157 -4.61881 -0.30 0.31 0.07
H -1.25001 1.41035 -5.25262 0.16 0.44 0.83
H -1.82450 3.07966 -5.03156 -0.32 -0.68 -0.22
H 0.49342 2.73760 -4.01102 -0.55 -0.41 0.14
H 0.47416 2.36525 -1.70164 0.43 0.79 0.13
H -2.46055 3.25665 -1.83320 0.67 -0.15 0.46
H -1.36285 3.25605 -0.42186 -0.21 -0.14 -0.49
H -1.54728 0.94877 -0.01606 -0.76 0.36 -0.22
H -3.23964 1.54041 -0.35000 0.84 -0.07 0.25
H 0.62309 0.15465 -2.59998 0.77 0.05 -1.84
H 1.85385 1.06403 -3.63348 0.11 -0.51 0.12
H 1.78936 -0.79861 -3.62591 0.50 0.25 0.11
P -0.62869 -1.64454 -7.08629 -0.54 -0.46 -0.07
P 1.10338 0.74669 -7.25263 1.58 2.25 -0.46
C -1.46214 -0.07338 -7.26797 0.98 0.72 -1.61
C -0.62291 0.97552 -7.65448 -0.99 -1.92 -0.84
C -0.57541 -2.68328 -8.37647 -0.59 -1.17 -1.39
C -1.55177 -2.43417 -9.35075 0.31 -0.61 0.17
C -1.48567 -3.21961 -10.48201 0.09 -0.15 -0.42
C -0.43824 -4.15377 -10.58971 -0.01 -0.20 -0.03
C 0.54108 -4.37858 -9.59556 -0.20 0.19 0.01
C 0.47741 -3.62156 -8.44146 -0.66 0.24 -0.06
C -1.27535 -2.24658 -5.37907 0.17 -1.56 0.26
C -0.70582 -2.28825 -4.04245 -1.93 -1.11 -1.46
C -1.53404 -2.80708 -3.03167 0.62 -0.32 0.02
C -2.67258 -3.59390 -3.30585 0.11 0.90 -0.76
C -3.15804 -3.60421 -4.60825 0.30 -0.37 -0.93
C -2.46502 -2.95337 -5.65968 -0.24 0.52 0.53
C 2.05253 0.62760 -8.72495 0.09 0.07 -1.24
C 1.69616 -0.32070 -9.69506 0.14 -0.15 -0.14
C 2.29952 -0.30191 -10.94564 0.36 0.38 -0.19
C 3.24899 0.69628 -11.24628 -0.15 -0.10 0.40
C 3.58208 1.66838 -10.29158 -0.10 -0.34 -0.32
C 2.96956 1.63406 -9.04615 0.15 -0.03 -0.02
C 1.62080 2.34849 -6.48730 -0.33 -0.69 -0.38
C 2.88734 2.41470 -5.89583 -0.27 -0.07 -0.05
C 3.33411 3.63795 -5.41322 -0.11 -0.06 -0.11
C 2.49812 4.75515 -5.50683 0.04 0.15 0.04
C 1.24049 4.67964 -6.11130 0.18 0.27 0.05
C 0.80114 3.47281 -6.61804 0.01 -0.50 -0.06
H -2.52759 -0.13159 -7.44204 -0.31 0.69 0.41
H -0.87148 1.80881 -8.32048 -0.70 0.18 0.90
H -2.31904 -1.66993 -9.15865 0.32 -0.52 -0.43
H -2.25166 -3.09318 -11.25720 0.56 -0.27 0.17
H -0.39429 -4.76197 -11.48205 0.01 -0.01 -0.08
H 1.34554 -5.11789 -9.68580 -0.53 0.26 -0.31
H 1.16474 -3.72638 -7.58789 -0.25 0.00 -0.61
H 0.37410 -2.24174 -3.89362 -0.20 0.41 0.58
H -1.20245 -2.63493 -2.01355 0.17 -0.59 -0.02
H -3.16903 -4.22710 -2.57252 0.16 0.58 0.17
H -4.05060 -4.18744 -4.87884 0.50 0.26 0.25
H -2.81156 -3.04407 -6.71112 -0.03 0.13 0.96
H 0.93397 -1.06911 -9.48425 0.23 0.13 -0.06
H 2.03266 -1.04682 -11.70256 0.10 0.32 0.33
H 3.72705 0.71446 -12.22327 -0.14 -0.01 0.18
H 4.30299 2.46240 -10.51169 -0.30 -0.39 0.00
H 3.19602 2.39930 -8.31746 0.08 0.00 -0.14
H 3.51136 1.51699 -5.85895 -0.09 0.35 0.09
H 4.34136 3.70718 -5.00550 -0.31 0.12 0.04
H 2.83816 5.70930 -5.11189 -0.03 -0.16 -0.09
H 0.60510 5.55942 -6.22109 0.29 -0.18 0.16
H -0.16791 3.39469 -7.11405 0.29 0.20 0.24
F 2.11778 -2.65771 -0.56320 -0.29 0.96 0.41
C 2.13840 -1.59323 0.26561 1.96 -1.50 0.80
F 2.59125 -2.07689 1.50031 -1.48 1.10 -2.22
F 3.08753 -0.72914 -0.16950 -1.13 -0.80 0.24
C 0.70799 -0.85634 0.28428 1.36 0.15 3.45
O 0.18472 -0.68132 -0.88628 -0.48 -0.35 -1.22
C -0.33948 -1.78876 1.15831 -1.50 -0.63 1.11
F -0.03416 -1.89877 2.48058 0.03 0.44 -2.26
F -1.59130 -1.23544 1.07796 1.69 -0.41 -0.05
F -0.44947 -3.03954 0.63420 0.63 1.50 0.32
C 1.01505 0.52983 1.03924 -0.30 1.31 0.54
F 1.80683 0.36785 2.11628 -0.78 0.07 -1.04
F 1.64037 1.38940 0.16993 -0.80 -1.09 0.85
F -0.13315 1.16701 1.45127 1.46 -1.01 -0.39
```
Forces are in eV/Å.

As for the energy: -3231.13952 a.u. As for the net charge: +2. The HOMO-LUMO gap (alpha / beta) comes out at 5.261 / 4.478 eV. The spin multiplicity is 3. Its relative energy (zero: lowest compared OMol25 entry of this formula, charge and spin) is 141.4 kcal per mole. The value obtained for the maximum force is 8.2 eV/Å. Its expectation value of S² is 2.4361.

(2)
Density functional theory data (ωB97M-V/def2-TZVPD) for C39H37FeN2OP2Si as an isolated structure.

```
83
Properties=species:S:1:pos:R:3:forces:R:3
Fe 0.81972 -0.02949 1.04345 -0.12 0.16 0.05
C 0.40492 -3.12955 3.06353 0.04 0.08 0.18
Si 0.23083 -2.21816 1.43662 -0.07 0.35 -0.50
C -1.61444 -2.32049 0.97596 -0.08 -0.24 0.03
C -2.32013 -3.52623 0.87046 0.04 0.04 -0.02
C -3.68072 -3.54141 0.62089 -0.04 0.04 -0.01
C -4.38623 -2.34507 0.49405 0.05 -0.05 0.01
C -3.71491 -1.14223 0.59579 0.01 -0.02 0.02
C -2.33312 -1.13933 0.80822 -0.18 0.19 -0.02
P -1.36735 0.37620 0.99771 0.33 -0.29 -0.08
C -2.02977 1.13144 2.52227 0.03 -0.06 0.02
C -1.76400 0.44408 3.70987 0.06 0.04 0.03
C -2.17372 0.95790 4.92963 -0.02 0.01 -0.01
C -2.86372 2.16548 4.97604 0.00 -0.02 -0.01
C -3.14972 2.84084 3.80001 0.02 -0.02 -0.01
C -2.73567 2.32647 2.57561 -0.02 0.03 0.01
C -1.79243 1.54054 -0.32559 0.02 0.06 -0.04
C -2.68082 1.26045 -1.35753 -0.06 0.01 0.00
C -2.92623 2.20876 -2.34228 0.02 -0.01 -0.01
C -2.27616 3.43246 -2.31730 0.00 -0.02 -0.01
C -1.35974 3.70755 -1.31077 -0.01 -0.02 0.02
C -1.11756 2.76470 -0.32544 -0.01 0.01 0.00
C 1.10693 -3.25714 0.12134 -0.05 -0.29 0.08
C 1.32059 -4.63875 0.20143 0.00 0.04 -0.04
C 1.85704 -5.34062 -0.86541 0.01 0.05 -0.03
C 2.19007 -4.67741 -2.04499 -0.02 -0.01 0.06
C 2.00094 -3.31145 -2.14059 0.04 -0.01 0.00
C 1.47117 -2.61088 -1.05696 0.07 0.07 -0.16
P 1.29132 -0.80444 -1.05817 0.00 -0.05 0.39
C 2.97752 -0.20340 -1.40690 0.03 -0.04 -0.06
C 3.77128 0.12565 -0.30971 0.02 0.01 0.05
C 5.09546 0.50460 -0.47585 -0.01 -0.01 -0.05
C 5.63735 0.56511 -1.75163 0.00 0.00 0.03
C 4.85704 0.23867 -2.85242 -0.03 -0.01 -0.01
C 3.53632 -0.14849 -2.68274 0.01 0.03 0.01
C 0.32789 -0.41948 -2.54628 -0.07 0.03 0.07
C -0.56396 -1.36195 -3.05248 0.00 -0.02 -0.01
C -1.31305 -1.07438 -4.18511 -0.02 0.01 0.01
C -1.18101 0.15472 -4.81340 -0.02 0.01 0.03
C -0.31830 1.11058 -4.29297 0.01 -0.02 0.04
C 0.42711 0.82885 -3.15918 -0.01 0.01 -0.02
H -0.17119 -4.05674 3.02303 0.02 -0.03 0.04
H 0.02340 -2.54423 3.90227 -0.03 -0.03 0.02
H 1.44414 -3.38006 3.28173 0.02 0.00 -0.01
H -1.79521 -4.46856 0.98236 0.02 -0.01 0.01
H -4.20499 -4.48467 0.53790 0.00 -0.01 0.00
H -5.45433 -2.35828 0.32391 -0.01 -0.01 0.00
H -4.26268 -0.20987 0.51772 0.00 -0.01 0.03
H -1.23238 -0.50158 3.67889 0.00 0.00 -0.01
H -1.96517 0.41443 5.84168 -0.01 -0.01 0.01
H -3.19284 2.56520 5.92581 0.01 0.01 0.01
H -3.70389 3.76973 3.82963 -0.01 0.01 0.00
H -2.97272 2.86448 1.66750 0.02 0.00 -0.04
H -3.18925 0.30619 -1.39725 0.05 0.03 -0.04
H -3.62794 1.98486 -3.13410 -0.01 -0.01 -0.02
H -2.47616 4.16819 -3.08474 0.00 0.01 -0.01
H -0.84108 4.65738 -1.29161 0.01 0.01 0.00
H -0.40582 2.99110 0.46218 0.00 -0.01 0.02
H 1.06715 -5.17337 1.10937 -0.01 0.00 0.02
H 2.01706 -6.40788 -0.78629 0.00 -0.01 0.00
H 2.60476 -5.22605 -2.87982 0.01 -0.02 -0.01
H 2.27422 -2.79469 -3.05349 0.00 0.01 0.01
H 3.36957 0.08204 0.70069 -0.01 -0.01 -0.04
H 5.70240 0.74662 0.38660 0.01 0.00 0.01
H 6.66909 0.86001 -1.88813 0.01 0.01 0.00
H 5.28050 0.27987 -3.84707 0.00 0.00 -0.01
H 2.94105 -0.40437 -3.54949 -0.04 0.01 -0.02
H -0.66113 -2.32979 -2.57462 0.00 0.02 -0.01
H -1.99143 -1.81815 -4.58187 0.00 0.00 0.00
H -1.75276 0.37071 -5.70621 -0.01 0.00 -0.01
H -0.22485 2.07631 -4.77173 0.01 0.01 0.00
H 1.09940 1.58031 -2.76290 0.03 0.00 0.02
C 2.77816 3.50331 0.67458 0.00 0.05 0.00
N 1.95655 3.68573 1.86288 -0.04 -0.03 -0.01
C 1.38587 2.64399 2.48524 0.13 -0.03 -0.01
N 0.65015 2.86077 3.58339 0.09 -0.08 0.08
O 1.55275 1.48222 2.03170 -0.08 0.03 0.07
H 2.91683 4.47370 0.20528 0.02 0.00 0.00
H 2.27594 2.84108 -0.02883 -0.01 0.00 0.00
H 3.75109 3.07638 0.91649 0.00 0.00 0.01
H 1.90855 4.59583 2.28741 -0.02 0.00 -0.03
H 0.56775 3.76590 4.00992 -0.05 0.01 -0.03
H 0.22865 2.06724 4.04083 -0.07 0.04 -0.04
```
Forces are in eV/Å.

As for the energy: -3928.89484 a.u. As for the net charge: +1. The HOMO-LUMO gap (alpha / beta) comes out at 8.383 / 8.332 eV. Its relative energy (zero: lowest compared OMol25 entry of this formula, charge and spin) is 0.0 kcal per mole. The value obtained for the maximum force is 0.6 eV/Å.

Among the records above, which one has the lowest relative energy (zero: lowest compared OMol25 entry of this formula, charge and spin)? C39H37FeN2OP2Si